1.
{"formula": "C21H73FNO20S2", "method": "ωB97M-V/def2-TZVPD", "total_charge": -1, "gap_ev": 8.258, "mol_weight_g_mol": 742.93, "energy_ha": -3299.48697, "spin_multiplicity": 1, "symbols": ["C", "C", "O", "C", "S", "O", "O", "N", "S", "O", "O", "C", "C", "C", "F", "H", "H", "H", "H", "H", "H", "H", "H", "H", "H", "H", "H", "H", "C", "O", "H", "H", "H", "H", "C", "O", "H", "H", "H", "H", "C", "O", "H", "H", "H", "H", "C", "O", "H", "H", "H", "H", "C", "O", "H", "H", "H", "H", "C", "O", "H", "H", "H", "H", "C", "O", "H", "H", "H", "H", "C", "O", "H", "H", "H", "H", "C", "O", "H", "H", "H", "H", "C", "O", "H", "H", "H", "H", "C", "O", "H", "H", "H", "H", "C", "O", "H", "H", "H", "H", "C", "O", "H", "H", "H", "H", "C", "O", "H", "H", "H", "H", "C", "O", "H", "H", "H", "H"], "xyz": [[5.885, 0.928, -0.491], [5.266, 0.759, 0.894], [4.047, 0.012, 0.846], [4.241, -1.374, 0.941], [2.932, -2.383, 0.210], [3.137, -3.640, 0.934], [3.186, -2.371, -1.219], [1.504, -1.793, 0.605], [0.639, -1.026, -0.544], [0.265, -1.897, -1.652], [1.174, 0.278, -0.898], [-0.888, -0.743, 0.353], [-1.786, 0.175, -0.484], [-1.782, 1.647, -0.098], [-3.104, -0.315, -0.365], [5.185, 1.483, -1.121], [6.834, 1.478, -0.436], [6.081, -0.043, -0.966], [5.964, 0.283, 1.598], [5.012, 1.741, 1.306], [4.392, -1.681, 1.985], [5.106, -1.707, 0.346], [-0.667, -0.360, 1.355], [-1.363, -1.724, 0.442], [-1.514, 0.071, -1.538], [-2.763, 2.079, -0.325], [-1.589, 1.784, 0.970], [-1.016, 2.168, -0.676], [1.702, 2.131, 2.968], [2.898, 1.377, 3.042], [1.608, 2.695, 3.893], [1.717, 2.837, 2.134], [0.836, 1.476, 2.865], [3.007, 0.881, 2.217], [5.858, 4.692, -2.081], [5.026, 4.028, -1.134], [6.888, 4.518, -1.777], [5.697, 4.263, -3.069], [5.670, 5.771, -2.103], [4.113, 4.138, -1.408], [-5.336, -0.526, -2.693], [-5.057, -0.015, -4.001], [-5.024, 0.229, -1.978], [-6.402, -0.724, -2.568], [-4.766, -1.438, -2.499], [-5.318, -0.683, -4.637], [2.741, 5.630, 4.529], [1.686, 5.300, 3.632], [3.279, 4.706, 4.734], [3.438, 6.349, 4.097], [2.355, 6.027, 5.474], [1.199, 6.101, 3.432], [2.787, -5.713, 3.414], [3.429, -6.110, 4.638], [3.171, -4.735, 3.142], [2.992, -6.417, 2.610], [1.706, -5.640, 3.552], [3.076, -6.967, 4.879], [4.477, 2.254, -5.101], [5.589, 2.340, -4.225], [3.924, 3.190, -5.038], [4.796, 2.108, -6.137], [3.827, 1.431, -4.797], [6.059, 1.502, -4.276], [-9.501, -0.858, -3.144], [-8.694, -1.199, -2.022], [-9.179, 0.124, -3.482], [-9.375, -1.572, -3.963], [-10.559, -0.812, -2.871], [-8.963, -2.065, -1.711], [1.239, -6.316, -0.676], [1.637, -6.194, 0.679], [0.799, -7.304, -0.813], [0.494, -5.561, -0.942], [2.091, -6.215, -1.355], [2.037, -5.314, 0.758], [-5.104, 0.853, 2.449], [-3.891, 0.127, 2.601], [-5.234, 1.448, 3.352], [-5.057, 1.525, 1.586], [-5.956, 0.180, 2.341], [-3.765, -0.393, 1.800], [4.479, -0.998, -6.155], [5.263, -1.072, -4.973], [4.815, -0.107, -6.680], [4.619, -1.861, -6.813], [3.416, -0.892, -5.923], [4.985, -1.829, -4.453], [-12.518, 1.592, -1.851], [-13.178, 1.033, -2.982], [-11.461, 1.358, -1.955], [-12.632, 2.678, -1.814], [-12.884, 1.157, -0.918], [-14.114, 1.229, -2.911], [2.355, -4.484, -3.949], [1.019, -4.957, -3.912], [2.999, -5.361, -3.994], [2.540, -3.871, -4.835], [2.605, -3.910, -3.053], [0.437, -4.196, -3.847], [-0.309, -3.074, 3.787], [-0.447, -3.178, 2.384], [-1.099, -3.673, 4.239], [0.657, -3.459, 4.131], [-0.419, -2.041, 4.136], [0.255, -2.647, 1.976], [5.827, 8.972, 4.137], [5.330, 7.824, 3.466], [5.486, 8.907, 5.168], [6.920, 9.004, 4.133], [5.442, 9.898, 3.701], [5.618, 7.855, 2.551], [-7.847, -1.865, 4.517], [-7.585, -1.370, 3.212], [-7.474, -1.121, 5.217], [-8.918, -2.006, 4.693], [-7.328, -2.809, 4.705], [-7.898, -2.015, 2.576]], "forces_ev_per_a": [[-0.2, -0.3, 0.0], [0.3, 0.2, -0.1], [-0.2, -0.1, -0.2], [0.5, 0.1, 0.1], [-0.1, -0.4, 0.2], [-0.2, 0.5, -0.5], [0.0, -0.1, 0.4], [0.1, 0.3, -0.5], [0.0, -0.2, -0.3], [0.3, 0.4, 0.5], [-0.1, -0.4, 0.1], [0.0, -0.1, 0.0], [0.4, 0.1, 0.1], [0.0, -0.1, 0.1], [-0.2, -0.1, 0.2], [0.2, 0.0, 0.0], [-0.2, 0.0, 0.0], [0.0, 0.1, 0.1], [-0.1, 0.0, -0.1], [-0.1, -0.2, -0.1], [-0.2, 0.0, -0.2], [-0.1, 0.1, 0.2], [0.0, 0.0, -0.2], [0.1, 0.2, 0.0], [-0.2, -0.1, 0.0], [0.2, -0.1, -0.1], [0.0, 0.0, -0.1], [0.0, 0.0, 0.2], [0.1, -0.1, 0.0], [0.1, 0.0, 0.1], [0.0, 0.0, 0.0], [0.0, 0.0, 0.0], [-0.2, 0.0, 0.0], [0.0, -0.1, 0.0], [-0.3, -0.2, 0.0], [0.2, 0.3, 0.2], [0.0, 0.0, 0.0], [0.2, 0.1, -0.1], [0.0, 0.0, 0.0], [-0.1, -0.1, 0.0], [0.0, 0.0, -0.2], [0.0, 0.1, 0.1], [0.0, 0.0, 0.0], [0.0, 0.0, 0.1], [0.0, 0.0, 0.1], [0.0, -0.1, -0.1], [0.0, 0.0, 0.0], [0.0, 0.0, 0.1], [0.0, 0.0, 0.0], [0.0, 0.0, 0.0], [0.0, 0.0, 0.0], [0.0, 0.1, 0.0], [0.0, -0.1, 0.3], [0.0, 0.1, -0.1], [0.0, 0.0, 0.0], [0.0, 0.0, 0.0], [0.0, 0.0, -0.1], [0.0, -0.1, 0.0], [0.1, -0.2, 0.2], [0.1, 0.1, -0.2], [0.0, 0.0, 0.1], [-0.1, 0.0, 0.0], [-0.1, 0.1, -0.1], [-0.1, -0.1, 0.1], [0.0, -0.1, 0.1], [-0.1, 0.1, -0.1], [0.0, 0.0, 0.0], [0.0, 0.0, 0.0], [0.0, 0.0, -0.1], [0.0, -0.1, 0.0], [0.0, 0.1, 0.1], [0.0, 0.0, -0.2], [0.0, 0.0, 0.0], [0.0, 0.0, -0.1], [0.0, 0.0, 0.0], [0.0, 0.0, 0.2], [0.2, -0.1, -0.1], [-0.1, 0.0, 0.0], [0.0, 0.0, 0.0], [0.0, 0.0, 0.0], [0.0, 0.1, 0.0], [0.1, 0.0, -0.1], [0.0, 0.0, 0.2], [0.1, 0.1, -0.2], [-0.1, 0.0, -0.1], [0.0, 0.0, 0.1], [0.0, 0.0, 0.0], [-0.1, 0.0, 0.1], [-0.1, 0.0, -0.1], [0.1, 0.0, 0.0], [0.0, 0.0, 0.0], [0.0, 0.0, 0.0], [0.0, 0.0, 0.0], [-0.1, 0.0, 0.0], [0.0, 0.0, 0.3], [-0.1, -0.1, -0.2], [0.0, 0.0, 0.0], [0.0, 0.1, -0.1], [0.0, 0.0, 0.0], [0.0, 0.1, 0.2], [0.0, 0.0, -0.1], [0.0, 0.1, 0.2], [0.0, 0.0, 0.0], [0.0, 0.0, 0.0], [0.0, 0.0, 0.0], [0.1, -0.2, -0.2], [0.0, -0.1, 0.0], [0.0, 0.1, 0.1], [0.0, 0.0, 0.0], [0.0, 0.0, 0.0], [0.0, 0.0, 0.0], [0.0, -0.1, -0.1], [0.0, 0.0, -0.1], [-0.1, 0.0, 0.1], [0.0, 0.0, 0.0], [0.0, 0.0, 0.0], [0.0, 0.0, 0.0], [0.0, -0.1, -0.1]]}

2.
{"formula": "C32H45HgN11SbSe4", "method": "ωB97M-V/def2-TZVPD", "total_charge": -2, "gap_ev": [5.964, 5.919], "mol_weight_g_mol": 1221.98, "energy_ha": -11848.23226, "s_squared": 0.76, "spin_multiplicity": 2, "relative_energy_kcal_mol": 4.1, "symbols": ["Hg", "N", "C", "C", "N", "C", "C", "N", "H", "H", "H", "H", "H", "H", "H", "H", "H", "H", "H", "H", "H", "C", "C", "C", "C", "C", "C", "C", "C", "N", "C", "C", "C", "C", "N", "C", "C", "C", "C", "C", "C", "C", "C", "H", "H", "H", "H", "H", "H", "H", "H", "H", "H", "H", "H", "H", "H", "H", "H", "H", "H", "H", "H", "H", "H", "H", "H", "N", "C", "N", "C", "N", "N", "C", "N", "C", "C", "C", "C", "C", "N", "H", "H", "H", "H", "H", "H", "H", "H", "Se", "Sb", "Se", "Se", "Se"], "xyz": [[9.073, 11.152, 13.855], [5.589, 11.761, 15.136], [4.693, 11.499, 14.012], [5.271, 11.757, 12.509], [5.597, 10.566, 11.757], [6.741, 10.805, 10.859], [6.396, 10.744, 9.389], [5.517, 9.606, 8.903], [5.034, 11.667, 16.004], [6.340, 11.023, 15.206], [3.823, 12.180, 14.066], [4.313, 10.488, 14.021], [6.105, 12.502, 12.723], [4.606, 12.354, 11.909], [5.968, 9.875, 12.428], [7.445, 10.067, 11.203], [7.264, 11.753, 11.115], [7.231, 10.619, 8.722], [5.984, 11.745, 9.066], [4.662, 9.488, 9.447], [5.987, 8.716, 9.080], [7.008, 14.769, 14.393], [7.678, 14.502, 15.683], [7.171, 15.132, 16.868], [7.858, 15.063, 18.056], [9.068, 14.248, 18.110], [9.495, 13.549, 17.010], [10.730, 12.766, 17.112], [8.751, 13.647, 15.825], [9.379, 13.107, 14.660], [10.242, 13.898, 13.979], [10.720, 15.210, 14.547], [10.818, 13.487, 12.799], [11.791, 14.244, 11.956], [10.641, 12.230, 12.405], [10.881, 11.726, 11.170], [10.345, 12.244, 9.977], [9.473, 13.489, 9.999], [10.414, 11.526, 8.804], [11.221, 10.368, 8.636], [11.919, 9.929, 9.775], [11.791, 10.644, 10.975], [12.788, 10.297, 12.123], [5.938, 15.077, 14.479], [6.945, 13.834, 13.740], [7.485, 15.495, 13.792], [6.243, 15.683, 16.717], [7.720, 15.597, 18.963], [9.687, 14.211, 19.058], [10.663, 11.725, 16.849], [11.112, 12.709, 18.133], [11.538, 13.263, 16.487], [11.320, 15.140, 15.478], [9.928, 15.959, 14.714], [11.397, 15.631, 13.846], [12.082, 13.690, 11.083], [12.722, 14.426, 12.466], [11.367, 15.199, 11.726], [9.121, 13.809, 11.012], [8.679, 13.278, 9.343], [9.960, 14.353, 9.509], [9.830, 11.850, 7.976], [11.272, 9.959, 7.673], [12.732, 9.158, 9.695], [13.608, 10.996, 12.082], [13.143, 9.252, 12.002], [12.316, 10.387, 13.110], [8.828, 7.287, 8.123], [10.085, 6.863, 8.246], [10.809, 6.601, 7.127], [12.058, 6.190, 7.281], [12.853, 5.866, 6.167], [12.603, 5.953, 8.498], [11.818, 6.232, 9.531], [10.556, 6.615, 9.451], [12.350, 6.208, 10.896], [11.613, 6.644, 11.993], [11.978, 6.352, 13.315], [13.220, 5.708, 13.460], [13.989, 5.463, 12.337], [13.623, 5.658, 11.064], [8.578, 7.650, 7.228], [8.367, 7.459, 8.980], [12.240, 5.800, 5.352], [13.476, 5.068, 6.286], [10.666, 7.154, 11.797], [11.322, 6.417, 14.155], [13.526, 5.320, 14.412], [14.988, 5.022, 12.495], [7.990, 9.896, 16.927], [9.303, 8.273, 15.691], [8.314, 8.865, 13.173], [8.947, 5.888, 16.116], [11.540, 9.134, 15.496]], "forces_ev_per_a": [[-0.3, -1.0, 0.1], [0.5, -0.6, 0.0], [-0.3, 0.5, -2.0], [0.3, 1.0, 2.6], [0.8, 0.0, 0.7], [0.1, 0.0, 0.5], [-1.4, -0.1, -1.1], [0.1, 0.4, 0.6], [0.6, 0.0, -0.7], [-0.9, 0.8, 0.0], [0.3, -0.2, 0.3], [-0.3, -0.5, -0.1], [-0.2, -1.2, -0.5], [-0.8, 0.3, 0.0], [-0.4, 0.3, -0.2], [0.6, -0.6, -0.8], [-0.4, -0.2, -0.4], [1.0, 0.2, 0.2], [-0.2, -1.1, 0.3], [0.3, 0.6, 0.1], [0.2, 0.4, -0.1], [-1.8, -2.1, -1.2], [-0.8, 0.0, 2.0], [0.2, -0.1, -1.0], [2.7, -1.8, -0.4], [-1.3, 1.3, 0.9], [-0.9, 0.0, 0.9], [2.1, 0.2, -0.4], [1.4, 0.6, -1.1], [0.1, 0.6, -0.7], [-0.6, 0.6, 2.1], [-0.3, 0.3, 0.6], [1.1, -2.3, -1.9], [0.1, 0.7, 0.8], [-0.7, 0.2, 1.1], [1.6, -1.0, -2.1], [-1.2, 0.4, 1.1], [1.0, 0.5, 0.6], [1.3, -1.5, -0.3], [-0.8, 1.7, 2.2], [0.7, 0.6, -0.6], [0.8, -0.8, 1.3], [-1.5, -0.6, -0.6], [0.8, -0.1, 0.4], [0.3, 1.1, 1.0], [0.8, 1.0, -0.6], [0.2, 0.1, 0.4], [-1.0, 0.6, 0.5], [-0.9, 0.1, -1.2], [-0.3, -0.4, -0.7], [-0.1, 0.4, 0.1], [-0.7, -0.8, 0.6], [-0.6, -0.3, -0.3], [0.1, -0.4, 0.1], [0.5, 0.6, -0.6], [-0.3, -0.1, -0.5], [0.4, 0.2, 0.6], [0.0, 0.7, -0.6], [0.2, -0.4, -0.9], [-1.6, -0.1, -0.5], [0.2, -0.2, 0.5], [-0.3, 0.4, -0.7], [0.2, -0.9, -1.0], [-1.1, 0.6, 0.2], [0.5, 0.2, 0.0], [-0.1, 0.7, 0.1], [0.1, -0.1, -0.3], [0.5, -0.3, -0.7], [1.9, -1.3, -0.7], [-0.3, 0.8, -1.2], [0.0, -1.2, 1.8], [-1.3, 0.3, 0.0], [0.4, 0.3, -0.8], [0.0, 0.5, -0.5], [-0.7, 0.5, 0.5], [2.7, -1.1, 1.7], [-1.2, 0.2, -0.1], [1.7, -1.3, -1.2], [-1.5, 0.5, -0.2], [0.7, -0.2, -0.8], [-1.7, 0.5, 0.6], [-0.5, 0.2, 0.0], [-0.7, 0.5, 0.5], [0.5, -0.1, 0.3], [-0.3, 0.5, 0.2], [0.2, -0.2, 0.1], [-0.4, 0.5, 0.2], [0.2, 0.1, 0.4], [-0.4, 0.2, -0.3], [-0.1, 0.1, 0.2], [-0.8, -0.3, -0.5], [0.6, 0.0, 1.0], [0.2, 0.4, -0.2], [0.4, 0.1, 0.0]]}

3.
{"formula": "C23H32N4O2", "method": "ωB97M-V/def2-TZVPD", "smiles": "CCOc1ccc(NC(=O)NCCN2CCN(c3cccc(C)c3C)CC2)cc1", "gap_ev": 8.364, "mol_weight_g_mol": 396.53, "energy_ha": -1265.15450, "spin_multiplicity": 1, "relative_energy_kcal_mol": 42.5, "symbols": ["C", "C", "O", "C", "C", "C", "C", "C", "C", "H", "H", "N", "C", "O", "N", "H", "C", "H", "H", "C", "N", "C", "C", "N", "C", "C", "C", "C", "C", "C", "C", "H", "H", "H", "C", "H", "H", "H", "H", "H", "H", "C", "C", "H", "H", "H", "H", "H", "H", "H", "H", "H", "H", "H", "H", "H", "H", "H", "H", "H", "H"], "xyz": [[3.624, 5.763, 0.122], [3.227, 4.362, 0.561], [3.566, 3.473, -0.483], [3.300, 2.145, -0.326], [3.654, 1.324, -1.398], [3.416, -0.031, -1.350], [2.821, -0.609, -0.229], [2.480, 0.204, 0.843], [2.716, 1.568, 0.794], [2.433, 2.166, 1.645], [2.022, -0.229, 1.716], [2.569, -1.987, -0.256], [1.880, -2.740, 0.666], [1.525, -2.343, 1.755], [1.641, -4.020, 0.237], [1.825, -4.261, -0.724], [0.685, -4.854, 0.930], [0.576, -4.431, 1.930], [1.092, -5.866, 1.015], [-0.693, -4.941, 0.232], [-1.475, -3.732, 0.106], [-1.045, -2.805, -0.923], [-2.128, -1.746, -1.119], [-2.324, -1.052, 0.136], [-2.885, 0.236, 0.071], [-4.189, 0.494, 0.488], [-4.706, 1.773, 0.419], [-3.932, 2.804, -0.079], [-2.621, 2.575, -0.477], [-2.082, 1.293, -0.385], [-0.641, 1.052, -0.726], [-0.486, 1.002, -1.804], [-0.306, 0.119, -0.281], [-0.017, 1.856, -0.343], [-1.789, 3.716, -0.986], [-0.981, 3.941, -0.290], [-2.397, 4.610, -1.101], [-1.341, 3.471, -1.947], [-4.345, 3.800, -0.149], [-5.720, 1.962, 0.740], [-4.804, -0.313, 0.857], [-2.806, -1.976, 1.136], [-1.723, -3.033, 1.356], [-2.063, -3.762, 2.095], [-0.821, -2.531, 1.736], [-2.984, -1.437, 2.068], [-3.736, -2.481, 0.823], [-1.827, -1.038, -1.891], [-3.060, -2.241, -1.441], [-0.895, -3.358, -1.855], [-0.114, -2.280, -0.663], [-1.293, -5.656, 0.805], [-0.557, -5.349, -0.775], [2.858, -2.445, -1.109], [3.692, -0.651, -2.192], [4.112, 1.775, -2.263], [3.761, 4.088, 1.481], [2.146, 4.320, 0.759], [3.377, 6.479, 0.900], [4.693, 5.800, -0.073], [3.097, 6.029, -0.790]], "forces_ev_per_a": [[-0.1, -0.5, 0.0], [-0.1, 0.3, 0.2], [0.1, 0.0, -0.2], [0.0, -0.2, 0.0], [0.0, 0.2, 0.1], [-0.1, 0.0, 0.1], [-0.1, 0.3, 0.2], [0.0, -0.2, 0.0], [0.2, 0.4, -0.2], [0.0, 0.1, 0.1], [0.0, 0.0, 0.0], [0.1, -0.3, -0.3], [0.3, -0.2, -0.4], [-0.1, 0.3, 0.3], [0.1, -0.2, -0.1], [0.0, 0.1, 0.1], [-0.3, -0.1, 0.0], [0.0, -0.1, 0.0], [-0.1, 0.0, 0.1], [0.2, 0.0, 0.2], [0.1, 0.1, 0.0], [-0.2, 0.2, -0.2], [0.3, -0.2, -0.2], [0.0, -0.1, 0.1], [-0.1, 0.3, 0.0], [0.0, -0.2, 0.0], [-0.1, 0.0, 0.0], [0.0, 0.0, 0.0], [-0.1, 0.0, 0.0], [0.0, -0.1, 0.0], [-0.1, 0.0, 0.0], [0.1, 0.0, -0.1], [0.1, -0.1, 0.0], [0.1, 0.1, 0.0], [0.0, -0.1, 0.0], [0.1, 0.1, 0.0], [0.0, 0.1, 0.0], [0.1, 0.1, -0.1], [0.0, 0.1, 0.0], [-0.1, 0.0, 0.0], [0.0, -0.1, 0.0], [0.2, -0.2, 0.3], [-0.3, 0.1, 0.1], [0.0, 0.0, 0.0], [-0.1, -0.1, 0.0], [0.0, 0.0, 0.0], [0.0, 0.1, 0.1], [0.0, 0.0, 0.0], [0.1, 0.1, 0.0], [0.0, 0.0, 0.0], [-0.1, 0.0, -0.1], [0.1, -0.1, -0.1], [0.0, -0.1, 0.0], [-0.1, 0.0, 0.2], [0.0, -0.1, -0.1], [0.1, 0.0, -0.1], [-0.1, 0.0, -0.1], [0.1, -0.1, 0.0], [0.0, 0.1, 0.1], [0.1, 0.1, 0.0], [-0.1, 0.1, -0.1]]}